The following is a quantum chemistry calculation of C2H4N4O in the gas phase, from the OMol25 dataset.

HOMO-LUMO gap   10.30 eV
M   100.1 g/mol
Structure (SMILES)   [H]/N=C(\O)N1N=C1N
HOMO   -9.496 eV
Lowest unoccupied orbital energy   0.0296 hartree
Relative energy (zero: lowest compared OMol25 entry of this formula, charge and spin)   64.29 kcal/mol

Geometry as ORCA input:
```
! RIJCOSX wB97M-V def2-TZVPD def2/J DEFGRID3
* xyz 0 1
H -1.8237 -0.6587 1.5800
N -0.9544 -0.3380 1.1555
C -1.1412 -0.0309 -0.0592
O -2.3137 -0.0979 -0.7086
N -0.1023 0.5181 -0.8606
N 0.8834 -0.6221 -1.4681
C 1.1515 0.0787 -0.4604
N 2.0377 0.4154 0.4846
H -2.1624 0.2097 -1.6155
H 2.8152 -0.2178 0.6109
H 1.6099 0.7435 1.3414
*
```

Mulliken atomic charge list, values in e, 4 entries:
1. H 0.2458
2. N -0.6304
3. C 0.5954
4. O -0.4791

The following is a quantum chemistry calculation of 12 unconnected molecules or ions with the total composition C57H70F7N5O5, from the OMol25 dataset.

HOMO-LUMO gap   8.68 eV
M   1038.2 g/mol
Structure (SMILES)   Fc1ccccc1.Fc1ccccc1.Fc1ccccc1.Fc1ccccc1.Fc1ccccc1.Fc1ccccc1.Fc1ccccc1.CNC(C)=O.CNC(C)=O.CNC(C)=O.CNC(C)=O.CNC(C)=O
HOMO   -8.770 eV
Lowest unoccupied orbital energy   -0.0032 hartree

Geometry as ORCA input:
```
! RIJCOSX wB97M-V def2-TZVPD def2/J DEFGRID3
* xyz 0 1
F -4.5583 3.4183 7.5366
C -3.5599 3.1548 6.6737
C -3.4541 3.9357 5.5436
C -2.4600 3.6636 4.6285
C -1.5519 2.6502 4.9054
C -1.6579 1.8943 6.0620
C -2.6838 2.1338 6.9446
H -4.1121 4.7830 5.3939
H -2.3004 4.3343 3.7930
H -0.7726 2.4530 4.1790
H -0.9114 1.1264 6.2182
H -2.7732 1.5315 7.8398
F -1.7673 -4.2639 -1.8799
C -1.3562 -4.2644 -3.1694
C -0.5515 -5.2851 -3.6079
C -0.1387 -5.2791 -4.9300
C -0.5738 -4.3002 -5.7999
C -1.3913 -3.2838 -5.3362
C -1.7775 -3.2628 -4.0042
H -0.3193 -6.1053 -2.9413
H 0.5027 -6.0894 -5.2557
H -0.2118 -4.2839 -6.8216
H -1.7991 -2.5615 -6.0320
H -2.2809 -2.4192 -3.5370
F -1.7954 -4.4442 6.3439
C -2.2632 -3.4164 5.5961
C -3.1864 -2.5477 6.1501
C -3.5551 -1.4219 5.4165
C -3.1059 -1.2076 4.1133
C -2.2259 -2.1401 3.5667
C -1.7644 -3.2054 4.3317
H -3.5659 -2.7088 7.1513
H -4.2239 -0.6953 5.8716
H -3.4782 -0.3590 3.5526
H -1.7943 -2.0133 2.5812
H -0.9980 -3.8795 3.9558
F 1.4912 1.0847 -5.6119
C 0.6385 1.1946 -4.5707
C 1.0610 1.8060 -3.4194
C 0.1543 1.9089 -2.3654
C -1.1314 1.4093 -2.4740
C -1.5423 0.8379 -3.6641
C -0.6578 0.7614 -4.7260
H 2.0417 2.2502 -3.3235
H 0.4678 2.3843 -1.4444
H -1.7740 1.4831 -1.6050
H -2.5594 0.4875 -3.7890
H -0.9918 0.3558 -5.6737
F 2.2984 0.2105 1.5431
C 0.9355 0.0932 1.3196
C 0.1089 1.0859 1.8102
C -1.2521 1.0232 1.4921
C -1.7191 -0.0161 0.7083
C -0.9013 -1.0481 0.2793
C 0.4536 -1.0229 0.6507
H 0.4941 1.9096 2.3992
H -1.9285 1.7622 1.8964
H -2.7812 0.0059 0.5037
H -1.2980 -1.9186 -0.2322
H 1.1135 -1.7718 0.2231
F -3.9395 1.9265 -0.2529
C -4.0823 3.2334 -0.3327
C -3.3442 4.0439 0.5154
C -3.3865 5.4156 0.3493
C -4.2029 5.9650 -0.6417
C -5.0341 5.1257 -1.3952
C -5.0132 3.7560 -1.2005
H -2.6758 3.6193 1.2568
H -2.8333 6.0759 1.0060
H -4.2319 7.0250 -0.8668
H -5.7324 5.5416 -2.1110
H -5.7018 3.0903 -1.7083
F -5.3202 -0.5145 -1.4748
C -5.0210 -1.6384 -0.8212
C -4.9680 -1.5903 0.5500
C -4.7139 -2.7354 1.2803
C -4.4658 -3.9233 0.5946
C -4.5421 -3.9579 -0.7840
C -4.7732 -2.7941 -1.5098
H -5.2400 -0.6275 0.9760
H -4.6752 -2.7617 2.3593
H -4.2201 -4.7907 1.1955
H -4.3170 -4.8786 -1.3075
H -4.9720 -2.8649 -2.5749
C 2.3919 4.8816 3.0361
N 1.9028 5.0060 1.6871
C 0.6187 4.7838 1.2522
C 0.3137 5.2000 -0.1720
O -0.2667 4.3989 1.9902
H 3.2885 4.2688 3.0994
H 1.6418 4.4457 3.6921
H 2.5688 5.8739 3.4639
H 2.5114 5.4036 0.9951
H -0.4030 4.5164 -0.6102
H 1.2327 5.1688 -0.7654
H -0.0956 6.2054 -0.1274
C 3.2444 2.5965 -0.2348
N 3.7043 3.5596 -1.2288
C 4.4528 3.2482 -2.3172
C 4.9396 4.3946 -3.1803
O 4.5810 2.1088 -2.7226
H 3.4390 1.5864 -0.5591
H 2.1849 2.7422 -0.0327
H 3.7649 2.8179 0.6997
H 3.6420 4.5335 -0.9987
H 4.6375 5.3689 -2.7803
H 4.5626 4.2978 -4.1893
H 6.0301 4.3802 -3.1603
C -0.1121 -5.0507 1.1143
N 1.1527 -4.4038 1.2786
C 1.6967 -4.0840 2.4883
C 2.7757 -3.0399 2.4136
O 1.3220 -4.5599 3.5454
H -0.0904 -5.7065 0.2390
H -0.9407 -4.3460 0.9526
H -0.3887 -5.6723 1.9629
H 1.6792 -4.0633 0.4845
H 3.0697 -2.7847 1.3977
H 3.6700 -3.3568 2.9533
H 2.4327 -2.1426 2.9316
C 1.8299 -1.5528 -2.7375
N 2.7349 -2.6352 -3.0527
C 3.1434 -3.5468 -2.1476
C 4.1518 -4.5487 -2.6255
O 2.7448 -3.5474 -1.0036
H 2.2529 -0.8148 -2.0559
H 0.9287 -1.9930 -2.3205
H 1.6222 -1.0417 -3.6698
H 2.9423 -2.7797 -4.0210
H 3.7240 -5.3460 -3.2342
H 4.6946 -4.9631 -1.7820
H 4.9265 -4.0552 -3.2160
C 6.4911 -0.9759 -3.9041
N 6.0013 -0.4502 -2.6421
C 6.0474 -1.1856 -1.4938
C 5.5069 -0.5166 -0.2391
O 6.5706 -2.2955 -1.4492
H 6.4469 -0.2182 -4.6775
H 5.9462 -1.8686 -4.2237
H 7.5303 -1.2982 -3.7771
H 5.5496 0.4545 -2.6297
H 6.0925 -0.8307 0.6199
H 4.4745 -0.7931 -0.0168
H 5.5936 0.5670 -0.3615
*
```

Mulliken atomic charge list, values in e, 4 entries:
1. F -0.3529
2. C 0.2827
3. C -0.4987
4. C -0.4043

The following is a quantum chemistry calculation of C2H3N3O in the gas phase, from the OMol25 dataset.

HOMO-LUMO gap   10.37 eV
M   85.1 g/mol
Structure (SMILES)   Oc1cn[nH]n1
HOMO   -9.395 eV
Lowest unoccupied orbital energy   0.0357 hartree
Relative energy (zero: lowest compared OMol25 entry of this formula, charge and spin)   44.77 kcal/mol

Geometry as ORCA input:
```
! RIJCOSX wB97M-V def2-TZVPD def2/J DEFGRID3
* xyz 0 1
O -2.0531 -0.3719 -0.0594
C -0.7365 -0.0851 -0.0265
C -0.0435 1.1659 -0.0921
N 1.2448 0.8978 0.1209
N 1.3078 -0.3892 0.2225
N 0.1533 -1.0458 0.1719
H -2.1427 -1.3356 0.0461
H 0.0743 1.9834 -0.7758
H 2.1954 -0.8197 0.3925
*
```

Mulliken atomic charge list, values in e, 4 entries:
1. O -0.5093
2. C 0.6553
3. C -0.2907
4. N -0.5282

The following is a quantum chemistry calculation of 3 unconnected molecules or ions with the total composition C5H17NO2, from the OMol25 dataset.

HOMO-LUMO gap (alpha / beta)   10.77 / 5.81 eV
M   123.2 g/mol
HOMO (alpha / beta)   -13.931 / -13.931 eV
Lowest unoccupied orbital energy (alpha / beta)   -0.1160 / -0.2984 hartree
Relative energy (zero: lowest compared OMol25 entry of this formula, charge and spin)   33.81 kcal/mol

Geometry as ORCA input:
```
! RIJCOSX wB97M-V def2-TZVPD def2/J DEFGRID3
* xyz 1 2
C 1.0212 -0.2020 0.8687
C -0.1636 -0.6511 -0.1694
C -0.2498 0.3581 -1.2798
C -1.5549 -0.6978 0.5265
C -1.5042 -1.8868 1.3905
N 2.1605 -0.2127 0.0319
H 0.8527 0.8437 1.3946
H 1.0643 -0.9389 1.6807
H 0.0684 -1.6405 -0.5554
H -1.0652 0.1166 -2.0424
H -0.4508 1.3228 -0.8791
H 0.6486 0.2682 -1.9320
H -2.3448 -0.6662 -0.3173
H -1.6648 0.1151 1.1769
H -2.2302 -1.9305 2.2892
H -1.5905 -2.7599 0.8473
H -0.4510 -2.0355 1.8513
H 2.7131 -1.0570 -0.0602
H 2.7881 0.5884 -0.0012
H 4.7824 3.0451 -0.2156
H 5.2895 1.7641 -0.5991
O 4.8122 2.1993 0.1371
H -4.3696 1.3955 -0.5730
H -4.1398 0.9677 -2.0872
O -4.4218 1.6943 -1.4830
*
```

Mulliken atomic charge list, values in e, 4 entries:
1. C -0.4671
2. C 0.1551
3. C -1.4789
4. C -0.1790

The following is a quantum chemistry calculation of C3H3N3O2 in the gas phase, from the OMol25 dataset.

HOMO-LUMO gap   10.11 eV
M   113.1 g/mol
Structure (SMILES)   O=[N+]([O-])[C@H]1[C@@H]2C=NN21
HOMO   -10.564 eV
Lowest unoccupied orbital energy   -0.0168 hartree
Relative energy (zero: lowest compared OMol25 entry of this formula, charge and spin)   206.55 kcal/mol

Geometry as ORCA input:
```
! RIJCOSX wB97M-V def2-TZVPD def2/J DEFGRID3
* xyz 0 1
O 2.3130 0.1337 -1.7700
N 1.8996 -0.9723 -1.6394
O 2.5221 -1.9446 -1.9233
C 0.5225 -1.0877 -1.1209
C 0.4083 -0.7684 0.3929
C -1.0046 -0.9294 0.6718
N -1.4525 -0.2068 -0.3640
N -0.0577 0.1538 -0.7778
H 0.1338 -2.2506 -1.5919
H 1.2155 -0.5632 1.0361
H -1.6224 -1.3941 1.3722
*
```

Mulliken atomic charge list, values in e, 4 entries:
1. O -0.5128
2. N 0.9094
3. O -0.5781
4. C 0.1765

The following is a quantum chemistry calculation of 2 unconnected molecules or ions with the total composition C3H10NO, from the OMol25 dataset.

HOMO-LUMO gap (alpha / beta)   10.57 / 7.79 eV
M   76.1 g/mol
HOMO (alpha / beta)   -9.627 / -9.475 eV
Lowest unoccupied orbital energy (alpha / beta)   0.0348 / -0.0619 hartree
Relative energy (zero: lowest compared OMol25 entry of this formula, charge and spin)   13.62 kcal/mol

Geometry as ORCA input:
```
! RIJCOSX wB97M-V def2-TZVPD def2/J DEFGRID3
* xyz 0 2
C 0.8000 3.2193 -0.2181
H -0.2291 3.1574 -0.5556
H 1.0170 2.2316 0.1833
H 0.8639 3.9696 0.5689
H 1.5024 3.4790 -1.0038
C -0.6702 -0.3730 0.4198
O -0.9874 0.7489 -0.2074
C 0.1953 -1.3699 -0.3602
N 0.4207 -2.6895 0.2322
H -0.2563 -0.2696 1.4526
H -1.5861 -0.9491 0.7120
H -0.2278 -1.5492 -1.3530
H 1.1743 -0.9020 -0.5052
H 0.9256 -2.6026 1.1007
H -0.4873 -3.0971 0.4418
*
```

Mulliken atomic charge list, values in e, 4 entries:
1. C -0.8516
2. H 0.2179
3. H 0.1091
4. H 0.2772

The following is a quantum chemistry calculation of a molecular structure, C5H10NO, from the OMol25 dataset.

HOMO-LUMO gap (alpha / beta)   7.13 / 8.70 eV
M   100.1 g/mol
HOMO (alpha / beta)   -10.426 / -16.061 eV
Lowest unoccupied orbital energy (alpha / beta)   -0.1212 / -0.2706 hartree
Relative energy (zero: lowest compared OMol25 entry of this formula, charge and spin)   77.21 kcal/mol

Geometry as ORCA input:
```
! RIJCOSX wB97M-V def2-TZVPD def2/J DEFGRID3
* xyz 1 3
C 1.7761 0.8472 -0.3255
C -0.9460 0.9594 -0.7728
C -0.7900 1.5755 0.5945
C 0.0172 0.3696 0.2457
C -0.3269 -1.9338 -0.2408
N 0.2651 -0.9163 0.7372
O 2.5927 0.1338 0.1634
H 1.7999 1.6950 -0.9813
H -1.9449 0.4232 -0.7567
H -0.5461 1.1897 -1.7321
H -0.2409 2.5016 0.7909
H -1.4753 1.4845 1.4006
H -1.2645 -1.4929 -0.5356
H 0.1867 -1.8728 -1.1870
H -0.3202 -2.8951 0.1935
H 1.3653 -1.0909 0.7460
H -0.1482 -0.9778 1.6599
*
```

Mulliken atomic charge list, values in e, 4 entries:
1. C -0.2632
2. C -0.8225
3. C -0.5116
4. C 0.4095

The following is a quantum chemistry calculation of a molecular structure, CH3FeMgO2, from the OMol25 dataset.

HOMO-LUMO gap (alpha / beta)   5.72 / 5.61 eV
M   127.2 g/mol
HOMO (alpha / beta)   -2.327 / -2.520 eV
Lowest unoccupied orbital energy (alpha / beta)   0.1248 / 0.1137 hartree

Geometry as ORCA input:
```
! RIJCOSX wB97M-V def2-TZVPD def2/J DEFGRID3
* xyz -1 5
O -1.3440 0.1590 -0.0778
C -0.5610 -0.9805 -0.0184
O 0.7883 -0.6198 0.0988
H -0.7017 -1.6141 -0.9241
H -0.8247 -1.6047 0.8659
Fe 0.1311 1.3691 0.0105
Mg 2.5607 0.0692 -0.1314
H -0.0488 3.2218 0.1767
*
```

Mulliken atomic charge list, values in e, 4 entries:
1. O -0.8717
2. C 0.3152
3. O -0.4848
4. H 0.2115

Total energy (computed, a.u.): -372.79787; -3563.13124; -317.46097; -405.57103; -430.59181; -250.19511; -325.99823; -1654.16026
Strongest force on any atom (computed, eV Å⁻¹): 0.45; 1.54; 2.42; 3.94; 4.80; 2.22; 5.02; 1.82